A 2-piece molecular cluster, C5H16NO overall in a non-equilibrium geometry, computed with wB97M-V/def2-TZVPD.

The value obtained for the LUMO energy (spin up / spin down) is -0.236 / -0.511 Eh. The net charge is +2. The total energy comes out at -8961.5499 eV. The expectation value of S² is 0.75. The HOMO-LUMO gap (spin up / spin down) is 0.460 / 0.185 Eh. The multiplicity is 2. The calculation puts the energy relative to the best compared isomer or geometry (same formula, charge and spin) at 0.238 eV.

Each line ends with the Mulliken charge.
Positions of all 23 atoms, in Å:
1 C -0.50 1.07 -0.94  -0.783
2 C -0.45 0.09 0.26  -0.634
3 C 0.43 0.71 1.38  0.455
4 C 1.91 0.14 1.40  -1.301
5 C -0.07 0.40 2.78  -1.153
6 N -0.97 0.27 -2.16  -0.331
7 H -1.29 1.82 -0.91  0.365
8 H 0.43 1.55 -1.23  0.435
9 H -1.48 0.13 0.65  0.447
10 H -0.21 -0.95 0.07  0.563
11 H 0.52 1.78 1.17  0.380
12 H 2.52 0.67 2.15  0.483
13 H 2.00 -0.90 1.70  0.433
14 H 2.44 0.43 0.48  0.346
15 H -0.88 1.15 3.02  0.411
16 H 0.75 0.48 3.49  0.408
17 H -0.64 -0.52 3.00  0.386
18 H -1.10 0.79 -3.04  0.364
19 H -1.80 -0.30 -1.99  0.351
20 H -0.27 -0.45 -2.42  0.367
21 H -0.99 -3.17 -2.50  0.314
22 H 0.08 -2.75 -3.54  0.304
23 O -0.45 -2.44 -2.82  -0.611

A 3-piece molecular cluster, C5H16NO3S overall in a non-equilibrium geometry, computed with wB97M-V/def2-TZVPD.

The value obtained for the LUMO energy is 0.101 Eh. The net charge is -1. The total energy comes out at -23911.8446 eV. The HOMO-LUMO gap is 0.246 Eh. The calculation puts the energy relative to the best compared isomer or geometry (same formula, charge and spin) at 1.878 eV.

Each line ends with the Mulliken charge.
Positions of all 26 atoms, in Å:
1 C 2.07 -0.80 0.00  -1.054
2 N 1.25 0.43 -0.20  -0.207
3 C -0.12 -0.05 0.10  -0.268
4 C -1.03 0.12 -1.10  -0.761
5 C -1.98 -1.18 -1.28  -0.676
6 S -3.30 -1.12 -2.56  -0.298
7 C -0.66 0.87 1.33  -0.670
8 O 0.33 0.98 2.21  -0.908
9 H 1.75 -1.50 -0.77  0.321
10 H 1.81 -1.20 0.99  0.295
11 H 3.16 -0.65 0.03  0.328
12 H 1.58 1.19 0.37  0.413
13 H -0.23 -1.09 0.47  0.393
14 H -1.59 1.05 -1.23  0.435
15 H -0.40 0.06 -2.01  0.369
16 H -2.41 -1.21 -0.28  0.337
17 H -1.41 -2.07 -1.44  0.408
18 H -2.82 -0.33 -3.47  0.094
19 H -1.60 0.38 1.70  0.264
20 H -0.98 1.86 0.93  0.271
21 H 1.18 2.26 -1.76  0.316
22 H 2.27 1.28 -1.63  0.402
23 O 2.11 2.16 -2.02  -0.731
24 H 0.17 0.23 3.55  0.443
25 H 0.40 -1.25 3.77  0.252
26 O 0.44 -0.46 4.32  -0.768

C5H16NOW as an isolated structure in a non-equilibrium geometry, computed with wB97M-V/def2-TZVPD.

The value obtained for the LUMO energy (spin up / spin down) is -0.180 / -0.170 Eh. The net charge is +1. The total energy comes out at -10796.5068 eV. The expectation value of S² is 2.03. The HOMO-LUMO gap (spin up / spin down) is 0.303 / 0.318 Eh. The multiplicity is 3.

Each line ends with the Mulliken charge.
Positions of all 24 atoms, in Å:
1 C -0.12 -1.10 1.47  -1.260
2 W 0.55 -0.72 -0.52  1.009
3 N 0.01 0.88 -1.94  -0.782
4 H -0.26 -1.81 -1.59  -0.063
5 H -1.00 0.94 -2.07  0.334
6 H 2.17 -0.62 0.03  -0.071
7 H 0.27 -2.12 1.22  0.322
8 H -1.19 -1.15 1.67  0.430
9 H 0.40 -0.76 2.37  0.391
10 H 0.32 1.81 -1.65  0.282
11 H 0.43 0.69 -2.86  0.375
12 C -1.69 3.15 2.73  -0.466
13 C -0.39 3.72 2.06  -0.665
14 C -0.15 2.78 0.87  -0.323
15 O -1.09 1.69 0.88  -0.219
16 C -1.88 1.77 2.08  -0.498
17 H -1.62 3.06 3.81  0.315
18 H -2.52 3.81 2.47  0.238
19 H 0.43 3.73 2.79  0.260
20 H -0.48 4.74 1.69  0.309
21 H -0.35 3.26 -0.10  0.278
22 H 0.87 2.34 0.87  0.277
23 H -1.52 0.98 2.76  0.243
24 H -2.91 1.56 1.76  0.285

A 3-piece molecular cluster, C5H16O2 overall in a non-equilibrium geometry, computed with wB97M-V/def2-TZVPD.

The value obtained for the LUMO energy is 0.028 Eh. The net charge is 0. The total energy comes out at -9539.0641 eV. As for the SMILES: CCCCC.O.O. The HOMO-LUMO gap is 0.428 Eh. The calculation puts the energy relative to the best compared isomer or geometry (same formula, charge and spin) at 0.766 eV.

Each line ends with the Mulliken charge.
Positions of all 23 atoms, in Å:
1 C -0.95 2.56 1.76  -0.431
2 C 0.09 1.62 2.35  -0.671
3 C 1.21 1.22 1.38  -0.397
4 C 1.65 -0.25 1.49  -1.110
5 C -2.26 1.85 1.42  -1.291
6 H -1.27 3.33 2.45  0.305
7 H -0.59 3.00 0.82  0.303
8 H -0.40 0.76 2.80  0.430
9 H 0.53 2.11 3.22  0.295
10 H 2.04 1.92 1.49  0.381
11 H 0.80 1.38 0.38  0.242
12 H 2.63 -0.29 1.94  0.282
13 H 1.05 -0.80 2.20  0.331
14 H 1.66 -0.77 0.53  0.298
15 H -2.81 1.53 2.31  0.354
16 H -2.95 2.54 0.92  0.363
17 H -2.23 0.98 0.77  0.317
18 H 1.93 -3.37 -5.41  0.326
19 H 3.37 -3.35 -4.99  0.319
20 O 2.73 -2.81 -5.47  -0.646
21 H -2.45 -4.56 -4.79  0.320
22 H -2.04 -4.05 -3.41  0.320
23 O -1.73 -4.56 -4.16  -0.639

A 3-piece molecular cluster, C5H16O2S overall in a non-equilibrium geometry, computed with wB97M-V/def2-TZVPD.

The value obtained for the LUMO energy (spin up / spin down) is 0.105 / 0.119 Eh. The net charge is -1. The total energy comes out at -20373.5198 eV. The expectation value of S² is 0.75. The HOMO-LUMO gap (spin up / spin down) is 0.075 / 0.318 Eh. The multiplicity is 2. The calculation puts the energy relative to the best compared isomer or geometry (same formula, charge and spin) at 0.000 eV.

Each line ends with the Mulliken charge.
Positions of all 24 atoms, in Å:
1 C 3.09 0.70 0.07  -1.186
2 C 1.89 0.85 1.00  -0.562
3 C 0.81 -0.28 0.99  -0.073
4 C 0.37 -0.81 -0.33  -1.119
5 S -0.61 0.57 -1.22  0.133
6 C -0.84 -0.40 -2.77  -1.433
7 H 3.75 -0.13 0.37  0.308
8 H 2.72 0.49 -0.94  0.304
9 H 3.70 1.60 0.14  0.351
10 H 1.37 1.77 0.69  0.279
11 H 2.16 1.12 2.06  0.402
12 H 0.04 0.12 1.66  -0.243
13 H 1.32 -1.16 1.45  0.342
14 H 1.15 -0.93 -1.09  0.285
15 H -0.28 -1.68 -0.39  0.568
16 H -0.97 0.27 -3.61  0.159
17 H -1.72 -0.99 -2.47  0.344
18 H -0.02 -1.08 -3.03  0.466
19 H -2.89 -0.09 -0.43  -0.011
20 H -4.15 0.50 0.04  0.478
21 O -3.57 -0.25 0.26  -0.657
22 H -1.87 0.39 2.73  0.338
23 H -2.95 -0.24 1.97  0.393
24 O -2.50 -0.33 2.84  -0.867

A 3-piece molecular cluster, C5H16O2S overall in a non-equilibrium geometry, computed with wB97M-V/def2-TZVPD.

The value obtained for the LUMO energy is 0.030 Eh. The net charge is 0. The total energy comes out at -20374.4371 eV. As for the SMILES: CCCCSC.O.O. The HOMO-LUMO gap is 0.349 Eh. The calculation puts the energy relative to the best compared isomer or geometry (same formula, charge and spin) at 0.697 eV.

Each line ends with the Mulliken charge.
Positions of all 24 atoms, in Å:
1 C 0.63 2.93 3.03  -1.254
2 C -0.66 2.60 2.30  -0.374
3 C -1.00 1.08 2.34  -0.658
4 C -1.37 0.45 1.01  -0.767
5 S -0.08 -0.57 0.22  -0.128
6 C 1.28 0.57 0.02  -0.656
7 H 1.50 2.60 2.46  0.306
8 H 0.76 4.00 3.13  0.348
9 H 0.74 2.42 3.98  0.343
10 H -0.66 2.93 1.25  0.297
11 H -1.48 3.09 2.85  0.360
12 H -1.75 0.96 3.13  0.473
13 H -0.10 0.57 2.70  0.343
14 H -2.22 -0.21 1.06  0.343
15 H -1.64 1.20 0.24  0.350
16 H 1.37 0.99 -0.98  0.337
17 H 2.19 0.05 0.28  0.300
18 H 1.23 1.47 0.63  0.029
19 H 0.14 -2.37 -2.49  0.346
20 H 0.84 -1.02 -2.62  0.310
21 O 0.93 -1.95 -2.86  -0.640
22 H 0.61 -3.07 -4.89  0.326
23 H 0.49 -4.61 -4.95  0.313
24 O -0.03 -3.79 -4.90  -0.646

A 3-piece molecular cluster, C5H16O2S overall in a non-equilibrium geometry, computed with wB97M-V/def2-TZVPD.

The value obtained for the LUMO energy is 0.023 Eh. The net charge is 0. The total energy comes out at -20374.5088 eV. As for the SMILES: CCCCSC.O.O. The HOMO-LUMO gap is 0.340 Eh. The calculation puts the energy relative to the best compared isomer or geometry (same formula, charge and spin) at 0.625 eV.

Each line ends with the Mulliken charge.
Positions of all 24 atoms, in Å:
1 C -1.62 -0.72 -2.78  -1.199
2 C -1.42 0.16 -1.54  -0.316
3 C -1.01 -0.58 -0.27  -0.551
4 C 0.37 -1.26 -0.29  -0.677
5 S 1.79 -0.19 -0.26  -0.080
6 C 1.98 0.42 -1.96  -0.814
7 H -2.41 -1.46 -2.61  0.334
8 H -0.71 -1.21 -3.12  0.303
9 H -1.99 -0.08 -3.58  0.338
10 H -0.70 0.93 -1.80  0.218
11 H -2.38 0.67 -1.40  0.332
12 H -1.06 0.14 0.55  0.257
13 H -1.74 -1.35 -0.01  0.350
14 H 0.37 -2.00 -1.09  0.365
15 H 0.38 -1.86 0.63  0.313
16 H 1.71 1.47 -2.01  0.249
17 H 3.03 0.31 -2.24  0.371
18 H 1.40 -0.14 -2.70  0.210
19 H 1.46 1.95 2.69  0.314
20 H 1.13 3.25 3.30  0.312
21 O 1.61 2.46 3.49  -0.628
22 H -0.01 -0.24 6.44  0.319
23 H -0.40 -0.11 4.98  0.308
24 O 0.24 -0.55 5.56  -0.628

A 4-piece molecular cluster, C5H16O3 overall in a non-equilibrium geometry, computed with wB97M-V/def2-TZVPD.

The value obtained for the LUMO energy is 0.012 Eh. The net charge is 0. The total energy comes out at -11585.2281 eV. As for the SMILES: C=CCCC.O.O.O. The HOMO-LUMO gap is 0.368 Eh. The calculation puts the energy relative to the best compared isomer or geometry (same formula, charge and spin) at 1.672 eV.

Each line ends with the Mulliken charge.
Positions of all 24 atoms, in Å:
1 C -1.33 0.63 0.91  -1.325
2 C -0.05 0.05 0.23  -0.131
3 C 1.07 1.03 0.13  -0.624
4 C 2.16 0.43 -0.71  -0.205
5 C 2.96 -0.49 -0.20  -0.859
6 H -2.13 -0.11 0.89  0.501
7 H -1.32 0.93 1.96  0.363
8 H -1.64 1.46 0.28  0.321
9 H 0.36 -0.84 0.74  0.055
10 H -0.44 -0.35 -0.72  0.310
11 H 1.48 1.48 1.04  0.466
12 H 0.79 1.98 -0.38  0.208
13 H 2.22 0.69 -1.76  0.357
14 H 3.18 -0.82 0.82  0.261
15 H 3.63 -1.19 -0.72  0.262
16 H -0.89 2.38 -1.83  0.302
17 H -0.68 1.53 -3.10  0.312
18 O -0.31 2.23 -2.57  -0.627
19 H -2.03 -1.48 -0.55  0.278
20 H -3.17 -2.07 -1.13  0.327
21 O -2.93 -1.20 -0.79  -0.593
22 H 0.09 -2.66 2.18  0.319
23 H -0.74 -1.49 2.36  0.375
24 O -0.29 -2.14 2.92  -0.654

A 4-piece molecular cluster, C5H16O3 overall in a non-equilibrium geometry, computed with wB97M-V/def2-TZVPD.

The value obtained for the LUMO energy is 0.017 Eh. The net charge is 0. The total energy comes out at -11585.7822 eV. As for the SMILES: C=CCCC.O.O.O. The HOMO-LUMO gap is 0.366 Eh. The calculation puts the energy relative to the best compared isomer or geometry (same formula, charge and spin) at 1.118 eV.

Each line ends with the Mulliken charge.
Positions of all 24 atoms, in Å:
1 C 0.65 0.10 1.55  -1.368
2 C -0.09 -0.25 0.24  -0.516
3 C 0.68 -1.24 -0.71  -0.541
4 C -0.42 -1.81 -1.58  -0.235
5 C -1.05 -2.93 -1.25  -0.716
6 H 0.75 -0.78 2.19  0.348
7 H 1.64 0.44 1.23  0.347
8 H 0.14 0.86 2.11  0.409
9 H -1.06 -0.61 0.56  0.652
10 H -0.24 0.60 -0.43  0.113
11 H 1.17 -1.98 -0.08  0.389
12 H 1.36 -0.61 -1.26  0.241
13 H -0.68 -1.20 -2.42  0.343
14 H -0.76 -3.47 -0.36  0.243
15 H -1.95 -3.29 -1.74  0.267
16 H 1.56 2.07 -1.39  0.301
17 H 2.09 1.57 -2.84  0.275
18 O 1.86 1.35 -1.94  -0.579
19 H -0.25 3.12 0.08  0.322
20 H 1.11 3.37 0.83  0.319
21 O 0.38 3.79 0.37  -0.641
22 H -2.09 0.34 1.49  0.351
23 H -2.15 0.13 3.08  0.322
24 O -2.61 0.42 2.29  -0.647

A 4-piece molecular cluster, C5H16O4 overall in a non-equilibrium geometry, computed with wB97M-V/def2-TZVPD.

The value obtained for the LUMO energy is 0.026 Eh. The net charge is 0. The total energy comes out at -13633.3570 eV. As for the SMILES: C=CCCCO.O.O.O. The HOMO-LUMO gap is 0.381 Eh. The calculation puts the energy relative to the best compared isomer or geometry (same formula, charge and spin) at 0.105 eV.

Each line ends with the Mulliken charge.
Positions of all 25 atoms, in Å:
1 C 0.58 1.18 -1.11  -0.091
2 O -0.66 0.55 -1.57  -0.632
3 C 0.17 1.97 0.18  -0.879
4 C 0.40 1.21 1.51  -0.700
5 C 0.91 -0.18 1.37  -0.052
6 C 2.06 -0.59 1.94  -0.846
7 H 1.34 0.43 -0.90  0.113
8 H 0.94 1.82 -1.89  0.330
9 H -0.51 -0.30 -1.99  0.358
10 H -0.91 2.13 -0.01  0.319
11 H 0.62 2.95 0.13  0.462
12 H 0.92 1.73 2.32  0.426
13 H -0.59 1.14 1.99  0.241
14 H 0.32 -0.86 0.81  0.476
15 H 2.56 -1.51 1.66  0.271
16 H 2.61 0.08 2.63  0.263
17 H -1.87 -1.69 -0.16  0.365
18 H -2.49 -3.12 -0.61  0.268
19 O -1.83 -2.44 -0.78  -0.643
20 H -3.22 0.31 0.09  0.311
21 H -1.84 0.47 -0.27  0.335
22 O -2.37 -0.02 0.41  -0.669
23 H 1.55 -1.23 -1.78  0.320
24 H 0.25 -2.14 -1.74  0.331
25 O 1.04 -1.90 -2.24  -0.677

A 2-piece molecular cluster, C5H17N2O overall in a non-equilibrium geometry, computed with wB97M-V/def2-TZVPD.

The value obtained for the LUMO energy is -0.106 Eh. The net charge is +1. The total energy comes out at -10480.2520 eV. The HOMO-LUMO gap is 0.361 Eh. The calculation puts the energy relative to the best compared isomer or geometry (same formula, charge and spin) at 2.682 eV.

Each line ends with the Mulliken charge.
Positions of all 25 atoms, in Å:
1 C -2.17 1.67 0.50  -1.352
2 C -0.86 0.77 0.48  0.088
3 C 0.33 1.33 -0.48  -0.841
4 C 1.40 0.32 -0.59  -0.458
5 C 1.07 -0.66 -1.85  -0.838
6 N 1.49 -1.95 -1.47  -0.437
7 N -1.13 -0.71 0.32  -0.165
8 H -2.71 1.67 1.48  0.336
9 H -1.95 2.74 0.29  0.367
10 H -2.77 1.58 -0.44  0.415
11 H -0.42 1.01 1.48  0.169
12 H -0.18 1.66 -1.53  0.321
13 H 0.66 2.26 -0.08  0.447
14 H 2.42 0.76 -0.63  0.418
15 H 1.68 -0.42 0.28  0.191
16 H 1.72 -0.22 -2.74  0.316
17 H 0.09 -0.56 -2.16  0.461
18 H 2.30 -2.13 -1.05  0.129
19 H 1.28 -2.63 -2.23  0.224
20 H -0.46 -1.42 -0.14  0.298
21 H -1.11 -1.08 1.37  0.470
22 H -2.00 -0.66 -0.26  0.451
23 H 1.07 -1.55 2.90  0.288
24 H 0.03 -0.66 3.70  0.315
25 O 0.23 -1.11 2.86  -0.614

A 2-piece molecular cluster, C5H17N2O overall in a non-equilibrium geometry, computed with wB97M-V/def2-TZVPD.

The value obtained for the LUMO energy is -0.112 Eh. The net charge is +1. The total energy comes out at -10482.0351 eV. The HOMO-LUMO gap is 0.375 Eh. The calculation puts the energy relative to the best compared isomer or geometry (same formula, charge and spin) at 0.899 eV.

Each line ends with the Mulliken charge.
Positions of all 25 atoms, in Å:
1 C 1.88 -1.33 -0.56  -0.913
2 C 1.02 -0.25 -1.21  -0.259
3 C 0.84 0.92 -0.24  -0.811
4 C -0.13 2.02 -0.75  -0.628
5 C -1.65 1.76 -0.58  -0.700
6 N -1.93 0.64 0.33  -0.133
7 N 1.17 -1.94 0.58  -0.601
8 H 2.13 -2.10 -1.30  0.351
9 H 2.81 -0.93 -0.18  0.377
10 H 1.52 0.10 -2.11  0.383
11 H 0.06 -0.70 -1.48  0.238
12 H 1.80 1.43 -0.22  0.369
13 H 0.64 0.49 0.74  0.335
14 H 0.19 2.92 -0.24  0.441
15 H 0.13 2.18 -1.79  0.320
16 H -1.97 2.70 -0.17  0.322
17 H -2.16 1.71 -1.53  0.369
18 H -2.87 0.25 0.21  0.354
19 H -1.38 -0.19 0.14  0.206
20 H -1.82 0.95 1.29  0.399
21 H 1.76 -2.44 1.23  0.259
22 H 0.49 -2.65 0.29  0.272
23 H 0.19 -1.35 1.66  0.455
24 H -1.07 -1.74 2.57  0.244
25 O -0.77 -1.23 1.81  -0.647